16
Properties=species:S:1:pos:R:3:lowdin_charge:R:1 method="wB97M-V/def2-TZVPD" orbital_gap_ev=10.6700 homo_energy_ev=-9.61 lumo_ha=0.03899 e_above_lowest_kcal_mol=45.7 total_energy_ha=-325.86471 largest_force_ha_per_bohr=0.009
C -0.342 1.742 -0.568 -0.0521
C 0.243 0.486 -1.163 -0.3301
N 1.603 0.077 -0.809 0.0556
C 0.478 -0.757 -0.394 -0.3044
C 0.274 -0.861 1.096 -0.1302
C -1.155 -1.140 1.478 -0.2563
O -2.075 -1.147 0.695 0.0539
H -0.270 1.751 0.524 0.0690
H 0.161 2.637 -0.949 0.0769
H -1.403 1.796 -0.834 0.0810
H -0.042 0.322 -2.203 0.1361
H 2.087 -0.316 -1.611 0.0932
H 0.266 -1.676 -0.941 0.1440
H 0.590 0.068 1.591 0.1198
H 0.916 -1.642 1.530 0.1239
H -1.331 -1.341 2.557 0.1197